No. 1
Molecular formula: C23H12Cl72NO2S
Method: DFT, the ωB97M-V functional and the def2-TZVPD basis

* highest occupied orbital energy: -11.9 eV
* ΔE to the lowest compared entry with this formula, charge and spin: 0.000 eV
* gap between HOMO and LUMO: 0.321 Ha
* maximum force: 1.577 eV/A
* total energy: -34620.343747 a.u.

The geometry in ORCA input format:
```
! wB97M-V def2-TZVPD RIJCOSX def2/J DEFGRID3
* xyz 1 1
C -0.847 1.237 -2.134
S -2.339 0.875 -3.026
O -3.283 0.225 -2.171
O -2.785 2.051 -3.709
C -1.808 -0.238 -4.387
C -1.103 0.610 -5.452
C -0.091 -0.367 -6.161
C -0.245 -1.683 -5.406
N -0.778 -1.265 -4.051
H 0.013 1.175 -2.798
H -0.758 0.521 -1.322
H -0.980 2.238 -1.727
H -2.665 -0.776 -4.786
H -1.795 1.021 -6.179
H -0.546 1.443 -5.030
H 0.898 0.041 -5.968
H -0.357 -0.461 -7.207
H 0.685 -2.246 -5.365
H -1.015 -2.321 -5.836
H -1.163 -2.117 -3.631
H -0.031 -0.984 -3.411
C 2.216 0.919 0.672
Cl 1.843 -0.025 -0.798
Cl 3.434 2.121 0.275
Cl 0.742 1.712 1.228
Cl 2.809 -0.169 1.919
C -3.992 5.269 -2.782
Cl -3.624 4.262 -1.368
Cl -5.036 6.597 -2.280
Cl -2.486 5.918 -3.445
Cl -4.807 4.300 -4.008
C -2.466 -2.564 0.274
Cl -1.500 -2.210 -1.194
Cl -2.137 -4.216 0.796
Cl -1.996 -1.416 1.519
Cl -4.167 -2.378 -0.096
C 1.301 4.139 4.950
Cl 2.478 5.446 5.013
Cl 0.802 3.710 6.586
Cl -0.113 4.650 4.016
Cl 2.032 2.728 4.170
C -7.354 -4.292 2.629
Cl -8.395 -4.003 1.233
Cl -5.668 -4.293 2.086
Cl -7.583 -2.999 3.809
Cl -7.745 -5.845 3.365
C -1.583 -3.439 -9.202
Cl -2.283 -5.038 -9.427
Cl -1.343 -2.656 -10.753
Cl -2.680 -2.452 -8.205
Cl -0.031 -3.598 -8.363
C -0.319 -3.530 5.298
Cl -1.701 -3.975 6.299
Cl 0.201 -1.887 5.700
Cl 1.015 -4.649 5.578
Cl -0.798 -3.588 3.593
C -9.990 -2.695 -2.060
Cl -10.983 -2.293 -3.460
Cl -8.289 -2.778 -2.546
Cl -10.181 -1.455 -0.819
Cl -10.486 -4.262 -1.411
C -6.775 1.173 2.264
Cl -5.838 1.758 3.641
Cl -6.949 2.465 1.073
Cl -5.932 -0.195 1.524
Cl -8.371 0.653 2.810
C 5.735 2.749 -3.349
Cl 7.257 1.901 -3.099
Cl 5.796 3.660 -4.856
Cl 4.412 1.563 -3.431
Cl 5.436 3.848 -2.001
C 5.285 5.289 8.099
Cl 6.981 5.063 8.523
Cl 4.312 5.414 9.564
Cl 5.116 6.767 7.132
Cl 4.723 3.908 7.148
C -4.358 -3.375 -13.995
Cl -3.861 -4.236 -12.531
Cl -5.398 -2.019 -13.553
Cl -2.925 -2.775 -14.830
Cl -5.246 -4.478 -15.051
C -0.221 -7.115 -5.915
Cl 0.204 -7.926 -4.411
Cl -1.256 -5.713 -5.550
Cl 1.247 -6.566 -6.730
Cl -1.102 -8.218 -6.964
C 7.125 8.970 11.008
Cl 8.287 7.665 11.245
Cl 6.173 9.180 12.483
Cl 7.982 10.470 10.643
Cl 6.051 8.557 9.667
C -1.463 -3.861 -18.634
Cl -2.863 -4.372 -17.689
Cl -0.943 -2.261 -18.081
Cl -0.145 -5.015 -18.407
Cl -1.892 -3.780 -20.342
C 10.630 6.261 14.140
Cl 11.058 5.382 15.608
Cl 9.493 7.552 14.535
Cl 12.083 6.954 13.415
Cl 9.880 5.140 12.992
C 9.169 1.588 14.707
Cl 8.192 1.819 13.250
Cl 10.880 1.736 14.298
Cl 8.737 2.810 15.905
Cl 8.861 -0.021 15.368
C 1.258 -5.281 9.872
Cl 2.978 -5.578 10.136
Cl 0.486 -4.868 11.404
Cl 1.061 -3.951 8.726
Cl 0.504 -6.734 9.204
*
```

***

No. 2
Molecular formula: C23H13BaCl6N3O14
Method: DFT, the ωB97M-V functional and the def2-TZVPD basis

* highest occupied orbital energy: -1.5 eV
* ΔE to the lowest compared entry with this formula, charge and spin: 3.240 eV
* gap between HOMO and LUMO: 0.176 Ha
* maximum force: 1.989 eV/A
* total energy: -4888.761430 a.u.

The geometry in ORCA input format:
```
! wB97M-V def2-TZVPD RIJCOSX def2/J DEFGRID3
* xyz -2 1
Ba -0.458 0.374 -0.514
O -1.399 -2.678 2.584
C -1.026 -1.945 1.518
O -0.755 -0.776 1.648
C -1.054 -2.793 0.222
O -0.396 -2.229 -0.910
C 1.066 -2.366 -0.850
C 1.629 -1.588 0.397
O 1.852 -2.231 1.430
O 1.762 -0.322 0.238
H -1.375 -2.072 3.336
H -2.106 -2.895 -0.046
H -0.640 -3.769 0.480
H 1.451 -1.938 -1.772
H 1.338 -3.418 -0.756
O -5.797 0.460 -3.877
C -4.756 0.456 -3.250
C -4.295 -0.612 -2.286
O -4.695 -1.769 -2.236
C -3.264 0.008 -1.457
C -2.839 1.272 -2.082
O -1.884 2.020 -1.678
C -3.729 1.566 -3.215
O -3.683 2.520 -3.974
O -2.827 -0.433 -0.322
O 4.230 1.708 -4.330
C 4.330 2.619 -3.395
O 5.245 3.417 -3.357
C 3.248 2.654 -2.354
C 3.242 3.510 -1.277
Cl 4.467 4.569 -0.719
N 2.099 3.305 -0.573
N 1.367 2.340 -1.137
C 2.020 1.924 -2.215
C 1.495 0.721 -3.042
O 2.211 0.322 -3.994
O 0.407 0.223 -2.713
C 1.602 3.955 0.606
C 1.736 5.327 0.744
C 1.285 5.952 1.898
C 0.677 5.213 2.902
C 0.509 3.844 2.738
C 0.966 3.204 1.597
H 3.387 1.094 -4.202
H 2.185 5.906 -0.050
H 1.395 7.024 2.001
H 0.325 5.701 3.804
H 0.004 3.264 3.503
H 0.827 2.134 1.491
Cl 4.010 2.660 4.272
C 2.807 1.311 4.279
Cl 2.707 0.468 2.771
H 1.845 1.761 4.494
H 3.114 0.628 5.061
Cl -3.082 5.464 0.814
C -3.603 3.944 1.543
Cl -3.571 4.100 3.323
Cl -5.223 3.504 1.019
C -2.626 2.877 1.183
N -1.785 2.145 0.965
*
```